{"formula": "C25H30AuN4O4S2", "method": "wB97M-V/def2-TZVPD", "elements": ["Au", "S", "C", "C", "C", "C", "C", "C", "C", "C", "C", "N", "H", "H", "H", "H", "H", "H", "C", "C", "C", "C", "N", "C", "S", "N", "C", "C", "C", "C", "H", "H", "H", "H", "H", "H", "H", "H", "H", "H", "H", "H", "H", "H", "H", "H", "H", "H", "H", "H", "O", "C", "O", "C", "C", "C", "C", "C", "C", "N", "O", "O", "H", "H", "H", "H"], "xyz": [[-2.145, -1.129, -0.012], [-2.676, -5.399, -1.033], [-1.837, -4.667, -2.330], [-1.586, -3.335, -2.135], [-2.091, -2.925, -0.886], [-2.704, -3.918, -0.175], [-3.335, -3.567, 1.069], [-3.909, -4.427, 1.993], [-4.423, -3.912, 3.166], [-4.349, -2.546, 3.408], [-3.773, -1.737, 2.452], [-3.298, -2.234, 1.308], [-1.569, -5.267, -3.184], [-1.072, -2.702, -2.836], [-3.930, -5.488, 1.789], [-4.871, -4.572, 3.895], [-4.736, -2.109, 4.316], [-3.693, -0.666, 2.574], [2.316, -0.346, 4.040], [1.401, 0.654, 4.738], [0.858, 1.740, 3.808], [-0.169, 1.200, 2.811], [-0.128, 1.968, 1.563], [-1.062, 1.982, 0.633], [-2.572, 1.132, 0.834], [-0.924, 2.763, -0.426], [0.204, 3.652, -0.687], [0.115, 4.284, -2.068], [0.363, 3.347, -3.250], [-0.820, 2.479, -3.661], [2.704, -1.077, 4.747], [3.176, 0.167, 3.603], [1.810, -0.894, 3.244], [1.948, 1.135, 5.550], [0.561, 0.134, 5.207], [1.698, 2.198, 3.274], [0.401, 2.536, 4.398], [-1.177, 1.292, 3.213], [0.013, 0.150, 2.582], [0.705, 2.521, 1.404], [-1.709, 2.781, -1.061], [1.135, 3.083, -0.599], [0.210, 4.440, 0.073], [0.857, 5.083, -2.091], [-0.858, 4.776, -2.168], [1.221, 2.711, -3.022], [0.659, 3.961, -4.102], [-1.089, 1.754, -2.893], [-0.578, 1.911, -4.559], [-1.694, 3.091, -3.891], [0.618, -1.542, 0.434], [0.555, -0.973, -0.633], [-0.553, -0.585, -1.204], [1.775, -0.671, -1.444], [1.741, -0.729, -2.832], [2.885, -0.453, -3.563], [4.028, -0.088, -2.878], [4.090, -0.026, -1.498], [2.952, -0.342, -0.778], [5.238, 0.248, -3.653], [6.147, 0.774, -3.054], [5.232, -0.019, -4.831], [0.821, -0.987, -3.335], [2.902, -0.505, -4.641], [5.017, 0.252, -1.018], [2.971, -0.361, 0.303]], "nbo_charge": [1.240, 0.522, -0.369, -0.282, -0.155, -0.352, 0.230, -0.226, -0.102, -0.255, 0.075, -0.480, 0.257, 0.246, 0.244, 0.242, 0.247, 0.235, -0.616, -0.393, -0.406, -0.225, -0.556, 0.406, -0.342, -0.550, -0.236, -0.405, -0.402, -0.619, 0.226, 0.202, 0.208, 0.218, 0.200, 0.192, 0.220, 0.221, 0.220, 0.413, 0.434, 0.200, 0.210, 0.234, 0.208, 0.201, 0.220, 0.201, 0.225, 0.208, -0.641, 0.746, -0.727, -0.066, -0.204, -0.181, 0.033, -0.194, -0.190, 0.531, -0.362, -0.359, 0.230, 0.257, 0.259, 0.234], "orbital_gap_ha": 0.2897, "total_charge": 1, "largest_force_ev_per_a": 1.13, "total_energy_ha": -2422.429307}